Record 1
This record from the OMol25 dataset describes C21H17IN7O3Ti as an isolated structure. The level of theory is the ωB97M-V functional and the def2-TZVPD basis.

Calculated values
**DFT total energy**: -2566.4977 hartree
**HOMO (alpha / beta)**: -9.90 / -9.53 eV
**Max |F|**: 1.4 eV/Å

Geometry as ORCA input:
```
! RIJCOSX wB97M-V def2-TZVPD def2/J DEFGRID3
* xyz 1 1
Ti -0.42768 -0.41259 0.77546
C -2.88550 -3.24322 -1.58398
C -2.02705 -2.29467 -2.36301
N -2.23120 -2.16160 -3.65643
C -1.46541 -1.32517 -4.37520
C -0.45566 -0.56697 -3.83146
C 0.37499 0.35734 -4.68691
O -0.14582 0.36136 -5.99623
C -0.23099 -0.66849 -2.44027
C 0.88151 0.04248 -1.83490
N 1.02312 0.21646 -0.56287
C 2.23995 0.80587 -0.09959
C 2.77679 1.94735 -0.68220
C 3.94409 2.50654 -0.18139
C 4.58122 1.93552 0.91028
C 4.05274 0.79768 1.50697
C 2.88826 0.24751 1.00025
I 2.08418 -1.47262 1.88641
C -1.02425 -1.55763 -1.70566
O -0.83702 -1.74714 -0.38427
H -3.68609 -3.60544 -2.22313
H -3.31524 -2.75706 -0.70647
H -2.30075 -4.09526 -1.23142
H -1.68120 -1.26415 -5.43127
H 1.41804 0.01233 -4.68652
H 0.35951 1.36713 -4.25632
H 0.39817 0.92486 -6.55245
H 1.67797 0.38668 -2.49198
H 2.26278 2.40783 -1.51736
H 4.35361 3.39304 -0.64632
H 5.49082 2.37010 1.30131
H 4.54661 0.34595 2.35608
N 0.12932 3.13446 3.26478
C 0.39157 2.62043 2.06748
N -0.06183 1.37933 2.02907
C -0.61499 1.20287 3.27085
N -0.51337 2.24637 4.05152
C -1.28521 -0.06184 3.57924
C -1.83484 -0.36724 4.81321
N -2.44834 -1.51831 5.04913
C -2.50822 -2.36835 4.02299
C -1.97221 -2.08861 2.78278
N -1.35418 -0.91728 2.53860
H 0.35019 4.05208 3.61713
H 0.90159 3.14517 1.27593
H -1.76975 0.34992 5.62263
H -3.00459 -3.31504 4.19443
H -2.03382 -2.78753 1.95869
O -2.96742 1.33249 0.01793
C -2.04444 0.70708 0.23445
*
```

These are the natural (NBO) partial charges, in e, on atoms 1 to 5: 0.864, -0.644, 0.184, -0.361, 0.008

=====

Record 2
This record from the OMol25 dataset describes C21H17N2O6Pt as an isolated structure. The level of theory is the ωB97M-V functional and the def2-TZVPD basis.

Calculated values
**Energy relative to the best compared isomer or geometry (same formula, charge and spin)**: 0.0 kcal/mol
**DFT total energy**: -1490.7594 hartree
**HOMO**: -4.00 eV
**Max |F|**: 0.2 eV/Å

Geometry as ORCA input:
```
! RIJCOSX wB97M-V def2-TZVPD def2/J DEFGRID3
* xyz -1 1
Pt -0.10433 -0.14008 -0.14052
O 2.05453 -0.29345 -0.17023
C 2.58880 0.46145 0.95477
C 3.12486 1.76666 0.40296
C 2.15381 2.41361 -0.58456
C 0.86779 2.88770 0.02973
C 0.81358 4.11437 0.67737
C -0.39540 4.58584 1.15485
C -1.53112 3.82891 0.93508
C -1.39894 2.60032 0.31651
N -0.22062 2.10976 -0.09235
H 2.19742 -1.23316 0.02238
H 3.39897 -0.11782 1.40136
H 1.79091 0.59454 1.68938
H 4.06852 1.57678 -0.11472
H 3.34023 2.43557 1.24049
H 1.90794 1.69089 -1.36164
H 2.63744 3.26015 -1.07581
H 1.72166 4.69437 0.78532
H -0.45165 5.53492 1.67282
H -2.50855 4.15782 1.25823
H -2.25271 1.96304 0.13924
O -5.02704 -0.02628 3.82558
C -4.01609 0.00088 3.16443
C -2.60512 0.15320 3.69316
O -2.29089 0.27993 4.85729
C -1.68680 0.13881 2.51650
C -2.49680 -0.07468 1.35483
O -2.08894 -0.14716 0.10300
C -3.91103 -0.09366 1.66248
O -4.85105 -0.15492 0.88168
O -0.44609 0.28857 2.58512
C -0.20533 -2.17975 0.03560
C 0.93444 -2.75646 0.79784
C 1.96473 -3.45166 0.15247
C 3.07188 -3.91988 0.84579
C 3.17070 -3.69837 2.21477
C 2.15496 -3.00101 2.87849
C 1.06193 -2.53323 2.17936
C 4.31740 -4.17431 2.93611
N 5.23618 -4.55826 3.51252
H -1.14468 -2.37504 0.55651
H -0.26669 -2.63522 -0.95658
H 1.88618 -3.63181 -0.91402
H 3.85686 -4.45838 0.33107
H 2.23845 -2.81729 3.94165
H 0.30881 -1.93983 2.68421
*
```

These are the natural (NBO) partial charges, in e, on atoms 1 to 5: 0.791, -0.726, -0.092, -0.406, -0.449

=====

Record 3
This record from the OMol25 dataset describes a 2-piece molecular cluster, C21H17NO3 overall. The level of theory is the ωB97M-V functional and the def2-TZVPD basis.

Calculated values
**Energy relative to the best compared isomer or geometry (same formula, charge and spin)**: 105.1 kcal/mol
**DFT total energy**: -1090.8261 hartree
**HOMO**: -5.93 eV
**Max |F|**: 1.7 eV/Å

Geometry as ORCA input:
```
! RIJCOSX wB97M-V def2-TZVPD def2/J DEFGRID3
* xyz 0 1
N -3.45114 -1.32038 0.93465
C -2.71957 -2.50295 0.90347
O -1.47714 -2.47437 0.88015
C -3.48226 -3.75021 0.90198
C -4.85172 -3.74313 0.92431
C -5.53540 -2.51394 0.94105
C -4.76461 -1.34078 0.94474
H -2.88329 -4.65544 0.88461
H -5.40671 -4.68053 0.92800
H -6.61893 -2.43316 0.95448
H -5.27331 -0.37060 0.95941
C 5.30706 0.92032 -4.74797
O 3.85843 0.90054 -4.85717
C 3.11249 0.95622 -3.72359
C 1.69635 0.92102 -3.85207
C 0.90681 0.92776 -2.72060
C 1.47169 0.96812 -1.41756
C 0.65658 0.89562 -0.22757
O 1.35300 1.08341 0.93317
C 0.71184 1.02744 2.15717
C -0.68331 0.82986 2.21185
C -1.30301 0.89005 3.48650
C -0.54961 1.12402 4.62555
C 0.84390 1.29599 4.53131
C 1.48380 1.26668 3.29519
C -1.36843 0.61949 1.00958
C -0.70808 0.64820 -0.20197
C 2.87795 1.04787 -1.30928
C 3.68693 1.03150 -2.42946
H 5.64686 0.87780 -5.78213
H 5.66629 1.84214 -4.27114
H 5.68555 0.05189 -4.19198
H 1.26090 0.87211 -4.84899
H -0.17762 0.89510 -2.81089
H -2.38877 0.75808 3.50948
H -1.04135 1.18417 5.59631
H 1.42946 1.45524 5.43780
H 2.55684 1.43456 3.19314
H -2.43869 0.44632 1.03664
H -1.22017 0.44943 -1.13739
H 3.35911 1.10025 -0.33926
H 4.77127 1.06428 -2.31154
*
```

These are the natural (NBO) partial charges, in e, on atoms 1 to 5: -0.628, 0.562, -0.746, -0.352, -0.178

=====

Record 4
This record from the OMol25 dataset describes a 2-piece molecular cluster, C21H17O5S3 overall. The level of theory is the ωB97M-V functional and the def2-TZVPD basis.

Calculated values
**Energy relative to the best compared isomer or geometry (same formula, charge and spin)**: 2.7 kcal/mol
**DFT total energy**: -2381.1593 hartree
**HOMO**: -2.69 eV
**Max |F|**: 2.7 eV/Å

Geometry as ORCA input:
```
! RIJCOSX wB97M-V def2-TZVPD def2/J DEFGRID3
* xyz -1 1
C -5.70873 1.19619 -3.67273
O -4.84461 0.03645 -3.65106
C -3.49815 0.23446 -3.65363
C -2.67768 -0.92701 -3.65274
C -1.31184 -0.81448 -3.63114
C -0.68150 0.45928 -3.51303
S 0.93149 0.57581 -3.13757
C -1.50511 1.61591 -3.63456
C -2.88076 1.51578 -3.65406
H -6.72210 0.79351 -3.67757
H -5.55366 1.81520 -2.77887
H -5.53751 1.79469 -4.57763
H -3.16591 -1.89877 -3.66198
H -0.67938 -1.69579 -3.63032
H -1.02799 2.59015 -3.63725
H -3.50362 2.41319 -3.66299
C 4.41118 -2.97163 4.27476
C 3.68245 -1.78853 4.13807
C 3.29237 -1.37989 2.86246
C 3.61806 -2.13106 1.74796
C 4.34445 -3.31511 1.87652
C 4.74068 -3.73301 3.14764
S 3.02586 -1.51432 0.15564
O 4.12599 -0.88732 -0.53677
O 2.22201 -2.54520 -0.45707
C 1.95213 -0.25389 0.83038
C 0.86519 0.20898 0.16938
C -0.10786 1.09332 0.79494
C 0.29352 2.30426 1.39863
C -0.63402 3.12218 2.03820
C -1.97064 2.72421 2.14188
C -2.38086 1.51867 1.56472
C -1.46622 0.72639 0.87511
S 2.28007 0.09036 2.56329
O 1.08762 -0.05487 3.36173
O 3.12166 1.26048 2.67122
H 4.71693 -3.30447 5.26554
H 3.41189 -1.18495 5.00191
H 4.58077 -3.89208 0.98550
H 5.30195 -4.65996 3.25703
H 0.69814 -0.13259 -0.85613
H 1.33717 2.60991 1.32643
H -0.30506 4.06372 2.48047
H -2.68790 3.34751 2.67221
H -3.41817 1.19244 1.65406
H -1.77233 -0.21813 0.42141
*
```

These are the natural (NBO) partial charges, in e, on atoms 1 to 5: -0.250, -0.519, 0.235, -0.269, -0.243

=====

Record 5
This record from the OMol25 dataset describes C21H18Br2N3O2Pt as an isolated structure. The level of theory is the ωB97M-V functional and the def2-TZVPD basis.

Calculated values
**Energy relative to the best compared isomer or geometry (same formula, charge and spin)**: 1.8 kcal/mol
**DFT total energy**: -6392.8784 hartree
**HOMO**: -10.88 eV
**Max |F|**: 0.1 eV/Å

Geometry as ORCA input:
```
! RIJCOSX wB97M-V def2-TZVPD def2/J DEFGRID3
* xyz 1 1
Pt 0.13905 -1.71013 -0.63995
O 2.17712 -4.26996 3.48224
C 1.68357 -3.13125 4.04855
C 2.07178 -2.88008 5.36042
C 1.64275 -1.73464 6.00109
C 0.82877 -0.81798 5.34229
C 0.43296 -1.07856 4.04547
C 0.83193 -2.24426 3.38993
C 0.36974 -2.51089 1.98699
O 1.13169 -1.80416 1.05121
N -1.04082 -2.08995 1.83953
N -1.41936 -2.11552 0.52966
C -2.63334 -2.25180 0.14409
C -3.00609 -2.13172 -1.24871
Br -1.58752 -1.53470 -2.41692
C -4.20922 -2.32527 -1.79090
C -5.38951 -2.83735 -1.08346
C -6.63261 -2.26405 -1.35654
C -7.76500 -2.70875 -0.69697
C -7.67305 -3.74782 0.21983
C -6.44734 -4.34834 0.46943
C -5.30882 -3.89699 -0.17853
H 2.08174 -4.24933 2.52561
H 2.72277 -3.59185 5.84949
H 1.95516 -1.54737 7.01992
H 0.50801 0.08680 5.83937
H -0.20103 -0.37719 3.51812
H 0.41192 -3.58902 1.75968
H -1.70614 -2.51285 2.47780
H -3.42440 -2.40931 0.87008
H -4.34516 -2.07073 -2.83701
H -6.70634 -1.45985 -2.07829
H -8.72250 -2.25084 -0.90433
H -8.56095 -4.10195 0.72587
H -6.38056 -5.18037 1.15735
H -4.36419 -4.40306 -0.01993
Br 3.20892 -1.35696 -5.51788
C 3.14309 -1.12510 -3.65702
C 4.24157 -0.66509 -2.94793
C 4.12012 -0.52143 -1.57764
C 2.92576 -0.83437 -0.95798
N 1.86838 -1.27713 -1.65505
C 1.97599 -1.42082 -2.98328
H 5.16460 -0.42813 -3.45869
H 4.94764 -0.16647 -0.98085
H 2.78495 -0.74393 0.10944
H 1.11528 -1.79135 -3.51972
*
```

These are the natural (NBO) partial charges, in e, on atoms 1 to 5: 0.787, -0.660, 0.319, -0.263, -0.164

=====

Record 6
This record from the OMol25 dataset describes C21H18Cl2F3MnN2O2S as an isolated structure. The level of theory is the ωB97M-V functional and the def2-TZVPD basis.

Calculated values
**DFT total energy**: -3839.5829 hartree
**HOMO (alpha / beta)**: -13.71 / -13.71 eV
**Max |F|**: 1.8 eV/Å

Geometry as ORCA input:
```
! RIJCOSX wB97M-V def2-TZVPD def2/J DEFGRID3
* xyz 2 1
Mn 0.16819 0.04384 0.62182
F 2.65658 -3.88890 -3.34042
C 2.59688 -3.12738 -2.24995
F 3.18736 -3.77550 -1.24035
F 3.29562 -2.00103 -2.48338
C 1.16386 -2.77736 -1.91308
C 0.09345 -3.31413 -2.61204
C -1.19975 -2.91045 -2.29809
C -1.39268 -1.97313 -1.30471
N -0.36230 -1.46215 -0.62569
C 0.89683 -1.85925 -0.90630
S 2.02328 -1.08335 0.18509
H 0.26905 -4.03719 -3.39749
H -2.05083 -3.31362 -2.82665
H -2.38221 -1.63277 -1.03084
Cl 0.39229 0.57742 2.74460
C 1.57832 -0.14584 3.89939
Cl 3.20146 -0.22664 3.23450
H 1.22427 -1.14060 4.14463
H 1.58164 0.51325 4.76063
C -4.91774 3.07256 -3.23967
O -3.63096 3.59546 -2.90714
C -3.30951 4.82380 -3.35148
C -4.22212 5.70919 -3.91371
C -3.79799 6.92472 -4.42220
C -2.45144 7.26316 -4.41514
C -1.53683 6.39797 -3.85136
C -1.95382 5.20560 -3.26658
N -0.95730 4.33819 -2.73758
C -0.92657 3.56035 -1.68615
C -1.74487 3.55704 -0.52346
C -2.55667 4.63936 -0.12418
C -3.31670 4.58279 1.01464
C -3.32838 3.41224 1.78002
C -2.52885 2.34727 1.43533
C -1.68355 2.40987 0.31591
O -0.86619 1.40100 0.04839
H -4.90437 2.03770 -2.91064
H -5.08799 3.11427 -4.31628
H -5.70753 3.61240 -2.71549
H -5.26752 5.44100 -3.97135
H -4.52481 7.60700 -4.84095
H -2.12018 8.19557 -4.84871
H -0.48389 6.65587 -3.83946
H -0.13051 4.30010 -3.32157
H -0.11554 2.84085 -1.68754
H -2.55162 5.54891 -0.70806
H -3.90542 5.43731 1.31658
H -3.96417 3.35474 2.65386
H -2.52337 1.43266 2.01657
*
```

These are the natural (NBO) partial charges, in e, on atoms 1 to 5: 1.114, -0.295, 0.980, -0.299, -0.309

=====

Record 7
This record from the OMol25 dataset describes C21H18ClN3ReS2 as an isolated structure. The level of theory is the ωB97M-V functional and the def2-TZVPD basis.

Calculated values
**Energy relative to the best compared isomer or geometry (same formula, charge and spin)**: 0.0 kcal/mol
**DFT total energy**: -2309.6534 hartree
**HOMO (alpha / beta)**: -14.24 / -14.19 eV
**Expectation value of S²**: 0.78
**Max |F|**: 1.3 eV/Å

Geometry as ORCA input:
```
! RIJCOSX wB97M-V def2-TZVPD def2/J DEFGRID3
* xyz 2 2
Re -0.40894 1.41147 0.18423
C -2.62150 1.53571 2.66357
C -1.37175 0.81865 3.05467
C -1.30490 0.22144 4.32599
C -0.16007 -0.39747 4.73809
C 0.96598 -0.41590 3.88968
C 2.20586 -0.99121 4.26312
C 3.26882 -0.96707 3.40547
C 3.13260 -0.36747 2.13745
C 1.93516 0.18820 1.75782
S 1.73158 0.95004 0.19166
C 0.83527 0.17228 2.62688
N -0.34292 0.75984 2.20371
H -3.00977 2.08923 3.51736
H -3.38969 0.82159 2.35608
H -2.47120 2.22875 1.83665
H -2.17336 0.27173 4.96747
H -0.10252 -0.86016 5.71570
H 2.29609 -1.44587 5.24111
H 4.21535 -1.40170 3.69310
H 3.97238 -0.34783 1.45405
Cl -6.68197 0.68421 1.02912
C -5.06614 0.37252 0.51990
C -4.42184 1.26472 -0.30697
C -3.11411 0.98630 -0.72219
C -2.45153 -0.16900 -0.28461
C -1.03057 -0.38310 -0.65350
C -3.13179 -1.05654 0.56479
C -4.42986 -0.80323 0.94297
H -4.94373 2.14251 -0.66161
H -2.66029 1.62273 -1.47431
H -0.58512 -1.28909 -0.24775
H -0.83151 -0.32897 -1.72529
H -2.63924 -1.95985 0.90283
H -4.97098 -1.50572 1.56238
S -0.23152 2.70923 -1.93807
C -0.40681 4.00025 -0.89350
N -0.36392 5.31514 -1.23626
C -0.57946 6.30329 -0.34653
C -0.84022 5.99337 0.95987
C -0.83414 4.64418 1.30269
N -0.60121 3.68373 0.41783
H -0.17481 5.54167 -2.20805
H -0.53095 7.31454 -0.72744
H -1.02597 6.76290 1.69208
H -0.99669 4.32815 2.32645
*
```

These are the natural (NBO) partial charges, in e, on atoms 1 to 5: 0.870, -0.663, 0.315, -0.263, -0.063

=====

Record 8
This record from the OMol25 dataset describes C21H18F6IN6O4RhS5Se as an isolated structure. The level of theory is the ωB97M-V functional and the def2-TZVPD basis.

Calculated values
**Energy relative to the best compared isomer or geometry (same formula, charge and spin)**: 39.9 kcal/mol
**DFT total energy**: -6840.3006 hartree
**HOMO**: -8.19 eV
**Max |F|**: 1.9 eV/Å

Geometry as ORCA input:
```
! RIJCOSX wB97M-V def2-TZVPD def2/J DEFGRID3
* xyz 0 1
Rh -1.13340 -0.58501 -0.68814
F -4.53790 -1.88694 2.80811
C -3.45846 -2.50630 3.29321
F -3.82429 -3.66159 3.82535
F -2.91655 -1.73812 4.23651
S -2.22909 -2.77237 1.95722
O -2.09752 -1.44328 1.34694
O -1.09257 -3.30182 2.64214
N -2.98319 -3.83324 1.06956
S -3.38185 -3.61149 -0.43290
O -2.44198 -2.78440 -1.17354
O -3.82676 -4.82329 -1.03412
C -4.89590 -2.55512 -0.40270
F -5.39845 -2.53536 -1.64292
F -5.81130 -3.01500 0.43232
F -4.60185 -1.28746 -0.07353
Se -1.87768 1.64307 -0.02787
C -2.03862 1.91308 1.85985
C -2.80969 1.09388 2.67858
C -2.87401 1.34474 4.04335
C -2.18673 2.41806 4.59325
C -1.43487 3.25022 3.77439
C -1.36086 3.00065 2.41172
H -3.35022 0.26631 2.24668
H -3.46642 0.69833 4.67776
H -2.24858 2.61477 5.65600
H -0.89926 4.09162 4.19613
H -0.78013 3.65063 1.76726
I 0.64989 -3.17814 -0.26917
C 1.03475 -1.68497 1.09225
C 1.80521 -1.92593 2.21206
C 2.02797 -0.87033 3.07788
C 1.48956 0.37068 2.78334
C 0.73363 0.51725 1.63909
N 0.49844 -0.49403 0.79464
H 2.19909 -2.91310 2.40024
H 2.62035 -1.01831 3.97168
H 1.64634 1.22084 3.43177
H 0.30974 1.46722 1.36501
S 5.41333 -1.94595 -3.29024
C 4.03437 -1.06057 -3.13895
S 2.47854 -1.77863 -2.89392
C 1.75970 -0.21034 -2.67881
N 2.60036 0.75173 -2.81640
N 3.85894 0.29871 -3.09809
C 4.82169 1.31964 -3.42036
C 5.82954 1.09666 -4.34506
C 6.66269 2.14818 -4.70398
C 6.49327 3.40682 -4.15032
C 5.49201 3.61225 -3.21124
C 4.65316 2.57352 -2.84504
S 0.04930 0.14948 -2.52602
H 5.95770 0.12388 -4.79113
H 7.44352 1.97537 -5.43312
H 7.12622 4.22819 -4.46016
H 5.35645 4.58824 -2.76372
H 3.85446 2.72647 -2.13428
N -3.65192 0.65104 -2.34712
N -2.66208 -0.37321 -2.24861
H -3.17707 1.54342 -2.40295
H -4.18543 0.64200 -1.48707
H -2.11983 -0.33677 -3.10869
H -3.14575 -1.26586 -2.24407
*
```

These are the natural (NBO) partial charges, in e, on atoms 1 to 5: 0.665, -0.314, 0.726, -0.294, -0.308

=====

max |F| of number 3 (C21H17NO3)?
1.7 eV/Å